Entry from OMol25: C58H68Ge2N2P2PdSi3 as an isolated structure in a non-equilibrium geometry (ωB97M-V/def2-TZVPD).

Computed properties:
HOMO-LUMO gap (alpha / beta) = 6.1 / 5.9 eV
Spin multiplicity = 2
Charge = -1
M = 1191.04 g mol⁻¹

Each line ends with the Löwdin spin population.
CARTESIAN COORDINATES (ANGSTROEM)
Pd: -0.01854 -0.32772 -0.38701  0.506
C: 4.32975 0.70096 0.22705  -0.001
Si: 3.61343 -0.96469 0.68514  0.014
C: 4.60355 -1.46678 2.19929  0.007
C: 4.00601 -2.22513 -0.61508  -0.001
N: 1.92669 -0.86431 0.90913  0.120
P: 0.93439 -1.02344 2.14475  0.014
C: -0.67545 -0.96689 1.58687  0.013
P: -1.80257 0.31184 1.67970  0.009
N: -1.77073 1.21641 0.35261  0.069
Si: -3.13108 1.84065 -0.50238  0.007
C: -2.60564 3.36167 -1.44755  0.000
C: -3.86441 0.56938 -1.66402  0.000
C: -4.52020 2.42959 0.61824  0.002
C: -1.68884 1.36369 3.16607  0.002
C: -1.92597 0.86761 4.44921  0.001
C: -1.90004 1.71237 5.54901  0.000
C: -1.61971 3.06435 5.37746  0.000
C: -1.35704 3.56171 4.10934  0.000
C: -1.39143 2.71056 3.00953  0.000
C: -3.45236 -0.49578 1.93894  0.000
C: -4.44314 -0.01785 2.79552  0.001
C: -5.67721 -0.65599 2.89710  0.000
C: -5.94668 -1.77298 2.12220  0.001
C: -4.97456 -2.25672 1.25310  0.000
C: -3.74001 -1.62712 1.17223  0.001
C: 1.37621 0.17330 3.45277  0.002
C: 1.94421 1.38148 3.04798  0.000
C: 2.30083 2.34510 3.98062  0.000
C: 2.09144 2.10978 5.33437  0.000
C: 1.51223 0.91795 5.74829  0.000
C: 1.14951 -0.04221 4.80853  0.001
C: 1.14013 -2.65777 2.99405  0.000
C: 2.18122 -2.94615 3.88031  0.001
C: 2.38063 -4.23492 4.36317  0.000
C: 1.53690 -5.26401 3.96543  0.001
C: 0.48260 -4.98994 3.10334  0.000
C: 0.28504 -3.69870 2.62800  0.002
H: 5.01620 0.62842 -0.62488  0.000
H: 4.88209 1.11561 1.07967  0.000
H: 3.55071 1.41270 -0.05272  0.000
H: 5.65563 -1.25353 1.96989  0.001
H: 4.51423 -2.52928 2.44458  0.000
H: 4.33276 -0.87844 3.08502  0.000
H: 5.06755 -2.18801 -0.89217  0.000
H: 3.41805 -2.05517 -1.52077  0.000
H: 3.78161 -3.22858 -0.23299  0.000
H: -1.52064 3.42682 -1.52361  0.000
H: -2.97094 4.26268 -0.93980  0.000
H: -3.00337 3.35989 -2.46969  0.000
H: -3.27911 -0.35003 -1.59591  0.001
H: -3.84584 0.90295 -2.70706  0.000
H: -4.89628 0.32707 -1.39093  0.000
H: -4.14122 2.83628 1.56445  0.000
H: -5.23197 1.63590 0.85282  0.000
H: -5.06002 3.23318 0.10180  0.000
H: -2.14120 -0.18670 4.58268  0.000
H: -2.09642 1.31913 6.53966  0.000
H: -1.60211 3.72671 6.23496  0.000
H: -1.12601 4.61140 3.97103  0.000
H: -1.20584 3.07644 2.01270  0.000
H: -4.26508 0.86792 3.38973  0.000
H: -6.43042 -0.26678 3.57251  0.000
H: -6.90971 -2.26725 2.19487  0.000
H: -5.16809 -3.12767 0.63912  0.000
H: -2.97783 -2.02402 0.51791  0.000
H: 2.11055 1.54856 1.99077  0.000
H: 2.73927 3.28091 3.65267  0.000
H: 2.37608 2.85702 6.06604  0.000
H: 1.33699 0.73735 6.80244  0.000
H: 0.68661 -0.96586 5.13442  0.000
H: 2.84708 -2.15692 4.20461  0.000
H: 3.19979 -4.43524 5.04438  0.000
H: 1.69709 -6.27239 4.33063  0.000
H: -0.19487 -5.78299 2.80552  0.000
H: -0.55151 -3.46413 1.98092  0.000
C: 2.03994 5.28726 -2.25057  0.000
Ge: 1.52754 3.95038 -0.90705  0.001
C: 0.10476 4.88853 0.05907  0.000
C: 3.06394 3.96236 0.31268  0.000
Ge: 0.97569 1.64749 -1.57291  0.022
C: 2.58439 1.18543 -2.72349  0.006
C: 3.61210 2.07006 -3.07208  0.001
C: 4.62939 1.71010 -3.95409  0.000
C: 4.64370 0.44018 -4.51842  0.000
C: 3.64305 -0.46402 -4.17822  0.000
C: 2.63935 -0.08941 -3.28813  0.002
C: -0.21439 1.90642 -3.21353  0.008
C: -0.19812 3.03883 -4.03802  0.001
C: -0.96598 3.12774 -5.19522  0.000
C: -1.78660 2.06870 -5.57268  0.000
C: -1.82593 0.93368 -4.77388  0.001
C: -1.05477 0.86717 -3.61587  0.009
H: 2.38904 6.15389 -1.67824  0.000
H: 1.19494 5.60221 -2.86468  0.000
H: 2.84084 4.95561 -2.91210  0.000
H: 0.56149 5.67629 0.66612  0.000
H: -0.46023 4.22425 0.70797  0.000
H: -0.59652 5.34656 -0.64074  0.000
H: 3.16578 4.96991 0.72783  0.000
H: 3.98787 3.69943 -0.20797  0.000
H: 2.93449 3.25718 1.13370  0.000
H: 3.64666 3.06172 -2.63597  0.000
H: 5.41130 2.42189 -4.19799  0.000
H: 5.42625 0.15837 -5.21327  0.000
H: 3.63907 -1.46358 -4.59761  0.000
H: 1.87801 -0.81202 -3.02798  0.002
H: 0.43468 3.87843 -3.78201  0.000
H: -0.92414 4.02561 -5.80392  0.000
H: -2.38638 2.12954 -6.47364  0.000
H: -2.46787 0.10158 -5.04590  0.000
H: -1.12446 -0.01580 -2.99361  0.010
C: -4.36580 -4.69083 -1.36683  0.004
C: -3.38870 -5.10164 -0.46925  0.000
C: -2.17955 -4.41576 -0.39297  0.005
C: -1.91375 -3.31355 -1.21241  0.015
C: -2.91866 -2.91319 -2.10349  0.005
C: -4.13051 -3.58935 -2.18157  0.000
Si: -0.20915 -2.52820 -1.13937  0.088
C: 0.55504 -2.89521 -2.81639  0.021
C: 1.69085 -3.71128 -2.85583  0.007
C: 2.27346 -4.07885 -4.06715  0.000
C: 1.73019 -3.63213 -5.26370  0.005
C: 0.60498 -2.81602 -5.24675  -0.001
C: 0.02808 -2.45333 -4.03781  0.006
H: -5.30720 -5.22320 -1.42888  0.000
H: -3.56528 -5.95645 0.17277  0.000
H: -1.42300 -4.74954 0.31065  0.000
H: -2.76230 -2.05503 -2.75028  0.001
H: -4.89166 -3.25331 -2.87540  0.000
H: 0.52057 -3.44486 -0.24463  0.004
H: 2.12159 -4.07058 -1.92807  0.000
H: 3.15680 -4.70635 -4.07063  0.000
H: 2.18136 -3.91639 -6.20664  0.000
H: 0.18049 -2.45547 -6.17562  0.000
H: -0.83969 -1.80473 -4.05592  0.000

Cartesian forces, eV/Å:
-0.1 0.6 1.3
0.1 0.2 -0.1
0.0 0.2 0.0
0.1 -0.1 0.3
0.1 -0.2 -0.3
-0.3 -0.1 0.2
0.0 -0.7 0.3
0.2 0.2 -0.5
-0.6 -0.4 -0.1
-0.1 -0.4 0.3
0.3 0.1 0.0
0.0 0.3 -0.2
-0.1 -0.2 -0.2
-0.2 0.1 0.2
0.1 -0.1 0.1
0.0 0.0 0.0
0.0 0.0 -0.1
0.0 0.0 0.0
0.0 -0.1 0.0
-0.1 0.0 0.2
-0.1 0.2 -0.1
-0.1 0.0 0.0
0.1 0.1 0.0
0.0 0.0 0.0
0.0 0.1 0.0
0.0 0.1 0.1
0.0 0.1 0.0
0.0 -0.1 0.1
0.0 -0.1 0.0
0.0 0.0 0.0
0.0 0.0 -0.1
0.0 0.1 0.1
0.2 -0.1 -0.1
0.0 0.0 0.0
-0.1 0.1 -0.1
0.0 0.0 0.0
0.0 0.1 0.0
0.0 0.1 0.1
-0.1 0.0 0.1
-0.1 0.0 -0.1
0.1 -0.1 0.0
-0.1 -0.1 0.1
0.0 0.1 0.0
0.1 0.0 -0.1
-0.1 0.0 0.0
0.1 0.0 0.1
0.0 0.1 -0.1
-0.1 0.0 0.0
0.1 -0.1 -0.1
0.0 0.0 0.1
-0.1 0.0 0.0
0.0 0.0 0.1
0.0 0.0 0.0
0.0 0.0 -0.1
0.0 0.0 0.0
0.0 -0.1 0.1
0.0 0.0 0.0
0.0 0.0 0.0
0.0 0.0 0.0
0.0 0.0 0.0
0.0 0.0 -0.1
0.0 0.0 0.0
0.0 0.0 0.0
0.0 0.0 0.0
0.0 0.1 0.1
0.0 0.0 0.0
0.0 0.0 0.0
0.0 0.0 0.0
0.0 0.0 0.0
0.0 0.0 0.0
0.0 0.0 0.0
0.0 0.0 0.0
0.0 0.0 0.0
0.0 0.0 0.0
0.0 0.0 0.0
0.0 0.0 0.0
0.1 0.1 -0.2
-0.1 -0.2 0.3
-0.1 0.2 0.1
0.2 0.1 0.1
0.1 -0.5 -2.2
0.2 0.2 0.1
0.0 -0.1 0.0
-0.1 -0.1 0.1
-0.1 0.0 0.1
0.0 0.2 0.1
0.1 0.1 -0.1
0.0 0.1 0.0
0.0 -0.1 -0.1
0.0 -0.1 0.1
0.1 0.0 0.1
0.1 0.1 0.0
0.0 0.2 0.0
0.0 0.0 -0.1
0.0 0.0 0.1
0.0 0.1 0.0
0.0 0.0 0.0
0.0 0.0 0.0
0.0 0.0 0.0
0.0 0.0 0.0
-0.1 0.0 0.1
0.0 0.1 0.0
0.0 0.0 0.0
0.0 0.0 0.0
0.0 0.0 0.0
0.0 0.0 0.0
0.0 0.0 0.0
0.0 0.0 0.0
0.0 0.0 0.0
0.0 0.0 0.0
0.0 0.0 0.0
0.0 -0.1 0.1
0.1 0.0 0.0
0.1 0.1 0.0
-0.1 0.0 -0.1
-0.3 0.0 -0.2
0.0 -0.1 0.0
0.1 0.0 0.1
0.2 0.3 0.4
0.1 0.0 -0.3
-0.1 0.0 -0.2
-0.1 0.1 0.1
0.0 0.0 0.1
0.0 0.0 0.1
0.1 -0.1 0.0
0.0 0.0 0.0
0.0 0.0 0.0
0.0 0.0 0.0
0.0 -0.1 0.0
0.0 0.0 0.0
0.2 0.0 0.1
0.0 0.0 0.0
0.0 0.0 0.0
0.0 0.0 0.0
0.0 0.0 0.0
0.0 -0.1 0.0

***

Entry from OMol25: C58H82ClN3O5W as an isolated structure in a non-equilibrium geometry (ωB97M-V/def2-TZVPD).

Computed properties:
HOMO-LUMO gap = 6.8 eV
Charge = +2
M = 1120.60 g mol⁻¹

Each line ends with the Löwdin charge.
CARTESIAN COORDINATES (ANGSTROEM)
W: -0.38135 0.58230 0.11967  2.078
C: -5.48636 2.35316 -5.55671  -0.037
C: -4.58437 1.16211 -5.92048  -0.555
C: -5.44131 -0.10699 -6.06036  -0.035
C: -3.91556 1.45416 -7.26363  -0.056
C: -3.56319 0.95257 -4.80395  -0.124
C: -3.99446 0.67393 -3.50466  0.037
C: -3.08323 0.50414 -2.48652  -0.142
C: -3.52471 0.08165 -1.11996  -0.098
N: -2.99200 0.88265 0.01442  -0.181
C: -3.63543 0.33155 1.20923  -0.149
C: -3.04609 0.92954 2.44699  -0.121
N: -1.56872 0.86450 2.42085  -0.169
C: -0.98765 2.14110 2.86277  -0.136
C: -1.13776 3.20983 1.80194  -0.088
N: -0.87882 2.75231 0.38931  -0.204
C: -2.03669 3.10076 -0.49254  -0.131
C: -3.28589 2.32215 -0.15361  -0.113
C: 0.31870 3.49254 -0.20031  -0.089
C: 1.67441 3.09661 0.29692  -0.153
C: 2.43463 3.97141 1.04172  0.040
C: 3.75658 3.66310 1.35760  -0.134
C: 4.27200 2.49710 0.80933  0.037
C: 3.55017 1.57287 0.04508  -0.065
C: 2.20477 1.87652 -0.13356  -0.207
O: 1.24869 1.03661 -0.73225  -0.271
C: 4.35678 0.43253 -0.61665  -0.511
C: 3.51619 -0.53332 -1.45133  -0.041
C: 5.14407 -0.38242 0.41956  -0.019
C: 5.35845 1.10717 -1.57294  -0.028
C: 4.63963 4.55856 2.22436  -0.550
C: 3.85864 5.74869 2.78624  -0.060
C: 5.80938 5.08621 1.37952  -0.032
C: 5.18318 3.73088 3.40197  -0.032
C: -1.10979 -0.23326 3.31234  -0.085
C: -1.28795 -1.65652 2.81600  -0.110
C: -1.45909 -2.63808 3.77213  0.040
C: -1.48803 -3.99069 3.43303  -0.130
C: -1.37047 -4.31492 2.08631  0.054
C: -1.20611 -3.37291 1.06661  -0.080
C: -1.16751 -2.05907 1.48957  -0.215
O: -1.00268 -1.05152 0.54767  -0.278
C: -1.15229 -3.84115 -0.40099  -0.503
C: -0.53628 -2.81600 -1.36344  -0.049
C: -0.31846 -5.13377 -0.53435  -0.028
C: -2.59243 -4.13067 -0.85307  -0.018
C: -1.58126 -5.05013 4.52753  -0.551
C: -2.65775 -4.66187 5.55219  -0.043
C: -0.21092 -5.11902 5.22601  -0.030
C: -1.91866 -6.43136 3.96177  -0.053
C: -1.72911 0.63561 -2.75121  -0.197
O: -0.95282 0.56264 -1.61012  -0.253
C: -1.21870 0.83791 -4.03131  -0.056
C: -2.18908 1.00479 -5.02467  0.061
C: 0.27410 0.83295 -4.38455  -0.509
C: 0.96206 2.06126 -3.76425  -0.017
C: 0.90526 -0.47347 -3.87817  -0.032
C: 0.50599 0.88652 -5.89823  -0.052
H: -6.24182 2.49494 -6.33306  0.095
H: -4.90443 3.27554 -5.47842  0.093
H: -6.01009 2.19547 -4.61073  0.078
H: -6.14790 0.01400 -6.88408  0.094
H: -6.02028 -0.31164 -5.15610  0.080
H: -4.81885 -0.98005 -6.27251  0.095
H: -4.68609 1.59935 -8.02276  0.095
H: -3.28347 0.62563 -7.59514  0.093
H: -3.31180 2.36559 -7.22956  0.093
H: -5.05177 0.56412 -3.28453  0.127
H: -3.22123 -0.95185 -0.94049  0.115
H: -4.61615 0.11156 -1.07841  0.143
H: -3.47594 -0.74562 1.20596  0.127
H: -4.71618 0.50412 1.17842  0.152
H: -3.42833 0.38995 3.31337  0.146
H: -3.35375 1.96575 2.57196  0.120
H: 0.06142 1.99849 3.08799  0.102
H: -1.47257 2.49358 3.77792  0.155
H: -0.43789 4.00852 2.03349  0.138
H: -2.13461 3.64231 1.81763  0.123
H: -1.73968 2.90262 -1.51650  0.120
H: -2.21944 4.17199 -0.40272  0.152
H: -4.00416 2.47763 -0.95923  0.148
H: -3.74762 2.70804 0.75044  0.119
H: 0.15726 4.55502 -0.02941  0.145
H: 0.26002 3.31623 -1.26961  0.112
H: 2.00177 4.91973 1.34236  0.117
H: 5.32174 2.28248 0.97500  0.113
H: 2.77950 -1.06733 -0.85169  0.067
H: 4.17890 -1.27830 -1.89657  0.103
H: 2.99741 -0.01855 -2.25988  0.061
H: 4.49107 -1.03403 0.99745  0.069
H: 5.69354 0.25145 1.11858  0.085
H: 5.87203 -1.01303 -0.09691  0.100
H: 4.84832 1.78397 -2.26468  0.096
H: 5.87569 0.34325 -2.15876  0.095
H: 6.11497 1.68156 -1.03378  0.088
H: 3.48619 6.40528 1.99453  0.088
H: 4.51602 6.34631 3.41922  0.093
H: 3.01394 5.42207 3.40164  0.090
H: 5.44899 5.65786 0.52004  0.095
H: 6.43865 4.27374 1.00769  0.082
H: 6.43857 5.74303 1.98472  0.095
H: 4.36987 3.24620 3.94947  0.087
H: 5.72644 4.38134 4.09116  0.094
H: 5.87667 2.95648 3.06374  0.083
H: -1.63308 -0.13655 4.26577  0.143
H: -0.06755 -0.07347 3.54837  0.111
H: -1.54074 -2.33614 4.81189  0.127
H: -1.41346 -5.35451 1.80743  0.104
H: 0.43959 -2.45914 -1.02262  0.079
H: -1.18849 -1.96001 -1.54083  0.059
H: -0.38043 -3.29767 -2.32894  0.098
H: 0.66648 -5.02574 -0.07214  0.082
H: -0.17125 -5.36010 -1.59137  0.094
H: -0.80649 -6.00284 -0.09539  0.085
H: -3.22833 -3.24523 -0.74489  0.077
H: -3.03681 -4.93325 -0.26028  0.095
H: -2.60627 -4.43372 -1.90363  0.100
H: -2.37587 -3.78350 6.13716  0.077
H: -2.80485 -5.48154 6.25706  0.093
H: -3.61562 -4.46068 5.06534  0.096
H: 0.05251 -4.15889 5.67958  0.086
H: 0.57688 -5.38898 4.51650  0.078
H: -0.23025 -5.87305 6.01645  0.097
H: -2.85884 -6.42274 3.40208  0.097
H: -2.02786 -7.13816 4.78550  0.094
H: -1.12723 -6.81676 3.31307  0.087
H: -1.84552 1.17447 -6.03146  0.091
H: 1.03161 1.97309 -2.68225  0.044
H: 0.42392 2.97820 -4.02164  0.101
H: 1.97998 2.15427 -4.15189  0.099
H: 0.89187 -0.55138 -2.79537  0.045
H: 1.94784 -0.52809 -4.19975  0.094
H: 0.38094 -1.33784 -4.29516  0.102
H: 0.17507 1.83181 -6.33579  0.096
H: 0.01091 0.06431 -6.42128  0.099
H: 1.57725 0.79933 -6.08633  0.095
Cl: 3.79270 -5.15595 3.65307  0.739
C: 3.25009 -3.56607 3.27793  -0.650
C: 2.44568 -3.37080 2.16366  -0.071
C: 1.98728 -2.09930 1.88162  -0.020
C: 2.32983 -1.02648 2.70260  -0.142
C: 3.15600 -1.23691 3.80430  0.016
C: 3.61775 -2.50689 4.09570  -0.064
C: 1.82309 0.34661 2.50534  -0.462
O: 2.13776 1.29752 3.15240  0.150
O: 0.80096 0.47228 1.58664  -0.254
H: 2.19495 -4.21214 1.53105  0.103
H: 1.38373 -1.94567 1.00576  0.087
H: 3.42579 -0.39543 4.42935  0.133
H: 4.25291 -2.68476 4.95332  0.120

Cartesian forces, eV/Å:
-1.5 1.4 1.6
0.0 0.0 0.0
0.0 0.0 0.0
0.0 0.0 0.0
0.0 0.0 -0.1
0.1 0.0 0.0
-0.1 0.0 -0.2
-0.2 0.1 0.1
0.1 0.0 -0.1
0.3 0.0 -0.3
0.0 -0.1 0.0
0.0 0.0 0.2
0.2 -0.2 -0.3
0.0 0.0 0.1
0.0 0.1 -0.1
0.6 -0.3 -0.2
0.0 0.0 0.0
0.0 -0.1 0.0
-0.1 0.1 0.1
-0.2 -0.1 0.0
0.1 0.2 0.1
0.0 -0.1 0.0
0.1 0.0 0.0
0.1 -0.3 -0.2
-0.1 -0.1 0.0
0.4 0.2 0.2
-0.1 0.1 0.1
0.0 0.1 0.0
0.0 0.1 0.0
0.0 0.1 -0.1
0.0 0.0 0.0
0.0 0.0 0.0
0.0 0.0 0.0
0.0 0.0 0.0
-0.1 -0.1 0.0
-0.1 0.2 0.1
0.0 -0.1 0.1
0.0 0.0 -0.1
0.0 0.0 0.0
-0.1 -0.4 -0.1
0.0 0.6 0.0
0.0 -1.0 -0.4
0.0 -0.1 0.1
0.0 -0.1 -0.2
0.0 0.1 0.1
0.0 0.0 0.0
0.0 0.0 0.0
0.0 0.0 0.0
0.0 0.0 0.0
0.0 0.0 0.0
0.1 -0.1 0.1
0.4 -0.1 -0.5
0.1 0.0 -0.1
-0.1 0.0 0.0
0.0 0.0 0.0
0.0 0.0 0.0
0.0 0.0 -0.1
-0.1 0.0 -0.1
0.0 0.0 0.0
0.0 -0.1 0.0
0.0 0.0 0.0
0.0 0.0 0.0
0.0 0.0 -0.1
0.0 0.0 0.0
0.0 0.0 0.0
0.0 0.0 0.0
0.0 -0.1 0.0
0.1 0.0 0.0
0.0 0.0 0.0
-0.1 0.0 0.0
0.0 0.0 0.0
0.0 0.0 0.0
0.0 0.0 0.1
0.0 0.0 0.0
0.1 0.0 0.0
0.0 0.0 0.0
0.0 0.1 0.0
-0.1 0.0 0.0
0.1 0.0 -0.1
0.0 0.1 0.0
-0.1 0.0 0.0
0.0 0.0 0.0
-0.1 0.1 0.1
0.0 0.0 -0.2
0.0 -0.1 0.0
-0.1 0.0 0.0
-0.1 0.0 0.1
0.0 0.0 0.0
0.0 0.0 0.1
-0.1 0.0 0.1
0.0 -0.1 -0.1
-0.1 0.0 0.0
0.0 -0.1 0.0
0.0 0.0 0.0
-0.1 0.0 0.0
0.0 0.0 0.0
0.0 0.0 0.0
0.1 0.0 0.0
0.0 0.0 0.1
0.0 0.0 0.0
0.0 0.0 0.0
0.0 0.1 0.0
0.0 0.0 0.0
-0.1 0.0 0.0
-0.1 0.0 0.0
0.0 0.0 0.1
0.0 0.0 -0.1
0.0 -0.1 -0.1
0.0 0.0 0.0
0.1 -0.1 0.0
0.0 0.0 0.0
0.0 0.0 0.0
0.0 0.0 0.0
0.0 0.0 0.1
0.0 0.0 0.0
0.0 0.0 0.0
0.0 0.0 0.1
0.0 0.0 0.0
0.0 0.0 0.0
0.0 0.0 0.0
0.0 -0.1 0.0
0.0 0.0 0.0
0.0 0.0 0.0
0.1 0.0 0.0
0.0 0.0 0.0
0.0 0.0 0.0
0.0 0.0 0.0
0.0 0.0 -0.1
0.0 0.0 0.0
0.0 0.0 0.0
0.0 0.0 0.1
-0.1 0.0 0.0
0.0 0.1 0.0
0.0 -0.1 0.0
0.0 0.0 0.0
0.0 0.0 0.0
0.0 0.0 0.0
0.0 -0.1 0.0
0.0 0.0 -0.1
0.1 0.1 0.1
0.0 0.0 -0.1
0.1 0.0 0.1
0.0 0.1 0.1
-0.1 -0.2 -0.3
0.1 0.4 0.2
0.5 -0.3 -0.2
0.0 0.0 0.0
-0.1 0.0 -0.2
0.0 0.0 0.0
0.0 0.0 0.0

***

M of number 1 (C58H68Ge2N2P2PdSi3)?
1191.04 g mol⁻¹

***

Among the records above, which one has the lowest M?
C58H82ClN3O5W